Formula: H26O13
Source: the Open Molecules 2025 dataset
Level of theory: ωB97M-V/def2-TZVPD

Last column: natural (NBO) charge in e.
Positions of all 39 atoms, in Å:
O1 -1.37291 2.19055 2.45447  -0.975
H1 -0.91830 2.82978 2.95904  0.475
H2 -1.30155 2.52740 1.60085  0.495
O2 -2.15185 -0.94616 1.63501  -0.947
H3 -1.44004 -1.39268 2.06300  0.460
H4 -1.74074 -0.17295 1.28229  0.502
O3 2.85030 -0.76674 -0.33983  -0.949
H5 3.79478 -0.83700 -0.39186  0.473
H6 2.50160 -1.60101 -0.62622  0.484
O4 2.24233 1.98824 0.03954  -0.939
H7 2.17415 1.07854 -0.04405  0.507
H8 3.12859 2.04712 0.37487  0.475
O5 -1.14382 1.73551 -2.20033  -0.974
H9 -1.12537 1.00832 -1.59082  0.502
H10 -1.50542 1.43998 -3.01020  0.476
O6 0.06720 -2.83807 -0.42739  -1.018
H11 0.53962 -3.51573 0.07586  0.476
H12 -0.85848 -3.07578 -0.18409  0.510
O7 -0.16791 3.14040 0.05342  -1.007
H13 -0.67723 2.74334 -0.67876  0.499
H14 0.72601 2.77015 0.08351  0.483
O8 1.03978 0.22468 2.22207  -0.981
H15 1.74327 -0.06035 2.85359  0.495
H16 0.25931 0.45256 2.75544  0.507
O9 -2.36852 -1.67773 -2.59067  -0.976
H17 -2.71041 -1.76195 -3.44167  0.465
H18 -1.43391 -1.50402 -2.70301  0.498
O10 -0.23449 0.05444 -0.10204  -1.007
H19 0.24587 0.20267 0.70764  0.493
H20 -0.29308 -0.92746 -0.09259  0.490
O11 -2.50728 -3.33879 0.16188  -0.982
H21 -2.86900 -3.05404 -0.70057  0.505
H22 -2.48998 -2.53493 0.72312  0.504
O12 0.35066 -1.85774 -2.97902  -0.969
H23 1.04132 -1.83696 -3.62485  0.476
H24 0.69776 -2.36747 -2.22941  0.498
O13 1.80050 3.18109 2.32606  -0.950
H25 2.39963 3.80318 2.02247  0.450
H26 1.70760 2.64963 1.56328  0.473

E_LUMO: -0.3 eV
Charge: 0
ΔE to the lowest compared entry with this formula, charge and spin: 1.508 eV
E: -27040.4393 eV
HOMO-LUMO gap: 9.904 eV


Formula: H26O13
Source: the Open Molecules 2025 dataset
Level of theory: ωB97M-V/def2-TZVPD

Last column: natural (NBO) charge in e.
Positions of all 39 atoms, in Å:
O1 1.28380 1.11824 -2.84610  -0.948
H1 1.70447 1.92091 -2.40648  0.480
H2 1.42331 1.50461 -3.71049  0.467
O2 -0.04878 -1.60578 3.13252  -0.983
H3 0.13631 -2.16418 2.34426  0.521
H4 0.36274 -1.96553 3.91060  0.481
O3 1.00496 -3.04366 1.02616  -0.954
H5 1.22841 -2.26788 0.48406  0.487
H6 0.76834 -3.77737 0.52966  0.492
O4 3.73699 1.82283 -1.05650  -0.953
H7 4.05801 1.89916 -0.17162  0.471
H8 4.27521 1.22307 -1.53079  0.483
O5 0.27736 -2.91010 -1.69632  -0.955
H9 0.24035 -3.04003 -2.64997  0.484
H10 0.98807 -2.28900 -1.54562  0.471
O6 -3.88930 -1.10208 1.05655  -0.950
H11 -3.96384 -0.13350 1.03307  0.472
H12 -4.13023 -1.31821 0.13730  0.481
O7 -0.22730 3.82290 -3.06388  -0.950
H13 0.32232 3.69768 -2.29255  0.465
H14 -0.78978 3.04197 -3.17800  0.482
O8 -1.98860 -1.42522 -1.28703  -0.957
H15 -1.92569 -2.28940 -1.68508  0.476
H16 -1.09649 -1.06672 -1.17492  0.480
O9 -2.48191 0.05196 3.26304  -0.965
H17 -2.38623 -0.53923 2.48699  0.502
H18 -2.13184 -0.39760 4.02290  0.477
O10 -0.59701 1.61941 2.07418  -0.961
H19 -0.89934 0.85308 2.57463  0.483
H20 -1.00995 2.32079 2.62438  0.459
O11 -2.99739 2.99106 -2.39323  -0.997
H21 -2.98013 3.83726 -1.88585  0.504
H22 -2.44584 2.18560 -2.15972  0.497
O12 1.87155 -0.38362 1.86492  -0.993
H23 2.71550 -0.24352 2.36976  0.455
H24 1.24585 -0.70427 2.56603  0.494
O13 3.76746 -0.86367 -0.23740  -0.934
H25 3.88844 -0.47804 0.60227  0.463
H26 2.82382 -0.77433 -0.40304  0.472

E_LUMO: 0.0 eV
Charge: 0
ΔE to the lowest compared entry with this formula, charge and spin: 3.368 eV
E: -27038.5793 eV
HOMO-LUMO gap: 10.410 eV


Formula: H26O13
Source: the Open Molecules 2025 dataset
Level of theory: ωB97M-V/def2-TZVPD

Last column: natural (NBO) charge in e.
Positions of all 39 atoms, in Å:
H1 1.34550 0.46645 -0.20789  0.500
H2 0.74444 -0.34658 0.92690  0.466
H3 -1.86151 0.35810 -0.74051  0.451
H4 -1.94804 0.88379 -2.16396  0.455
H5 0.35772 1.64393 -2.43321  0.477
H6 1.07022 0.50832 -3.14929  0.470
H7 5.85673 -0.43155 1.86686  0.473
H8 4.34167 -0.55149 1.88319  0.450
H9 -2.84279 -0.52264 0.98701  0.440
H10 -4.05607 -1.24669 1.54716  0.476
H11 0.11655 -3.43149 -0.13584  0.485
H12 -0.49388 -3.37529 -1.52661  0.487
H13 3.01604 -2.28994 0.92520  0.468
H14 2.64426 -1.54360 2.19594  0.457
H15 4.89834 0.47874 -1.54206  0.461
H16 5.78812 1.55086 -2.14942  0.470
H17 0.14021 4.83486 -0.16094  0.472
H18 -0.97894 3.84426 0.11515  0.471
H19 -3.82554 1.68717 0.41893  0.501
H20 -2.35161 1.63671 0.78639  0.450
H21 -2.16931 -3.11831 -0.25477  0.486
H22 -3.28256 -4.07644 -0.64555  0.453
H23 -0.65915 -1.06137 -0.01982  0.461
H24 -0.26756 -0.95431 -1.48448  0.477
H25 -2.90186 3.21394 2.58608  0.478
H26 -1.57491 2.63812 2.11953  0.458
O1 0.50863 0.11119 0.11214  -0.965
O2 -2.32944 0.22515 -1.57259  -0.907
O3 1.15458 1.10303 -2.39550  -0.944
O4 5.13076 -0.82343 2.36525  -0.924
O5 -3.76792 -0.71481 0.79677  -0.913
O6 -0.69155 -3.63559 -0.61988  -0.935
O7 2.53638 -2.39371 1.75475  -0.922
O8 4.92649 1.42223 -1.73706  -0.931
O9 -0.09999 3.90844 -0.27513  -0.943
O10 -2.97254 2.07548 0.19401  -0.952
O11 -3.10199 -3.14142 -0.49680  -0.977
O12 -0.19580 -1.53586 -0.71921  -0.947
O13 -2.20368 2.60378 2.84923  -0.933

E_LUMO: -0.4 eV
Charge: 0
ΔE to the lowest compared entry with this formula, charge and spin: 6.614 eV
E: -27035.3334 eV
HOMO-LUMO gap: 8.234 eV


Formula: H26O13
Source: the Open Molecules 2025 dataset
Level of theory: ωB97M-V/def2-TZVPD

Last column: natural (NBO) charge in e.
Positions of all 39 atoms, in Å:
O1 -1.18732 -3.06647 -0.18511  -0.952
H1 -1.74737 -2.94441 0.58149  0.475
H2 -0.36164 -3.39486 0.17074  0.477
O2 -4.06034 -0.09308 2.27910  -0.950
H3 -4.93595 -0.20157 2.65028  0.468
H4 -3.98961 0.84479 2.10120  0.482
O3 2.59913 -3.56023 0.56851  -0.948
H5 3.25484 -3.66857 1.25738  0.480
H6 2.65562 -4.36579 0.05458  0.468
O4 -2.14949 -1.99506 -3.88126  -0.948
H7 -1.85615 -2.48120 -3.11064  0.479
H8 -1.56214 -2.27868 -4.58185  0.469
O5 0.98627 3.73425 2.68186  -0.943
H9 0.23304 3.68261 3.27026  0.465
H10 0.92462 2.94534 2.14331  0.478
O6 3.39134 -0.73625 -2.92141  -0.931
H11 3.55070 -1.35665 -3.63271  0.463
H12 2.82712 -1.21080 -2.31094  0.468
O7 3.92797 -1.23619 3.95658  -0.955
H13 2.99115 -1.03984 3.95032  0.477
H14 4.24372 -0.92670 3.10761  0.477
O8 0.29924 0.97364 0.17386  -0.944
H15 0.82875 0.18645 0.30109  0.473
H16 -0.37716 0.70967 -0.44986  0.471
O9 -0.23770 2.62794 -5.01616  -0.937
H17 -0.60615 2.17906 -5.77708  0.463
H18 -0.92921 2.58747 -4.35556  0.474
O10 0.11868 -1.09988 4.06487  -0.943
H19 -0.05711 -2.03612 4.15857  0.467
H20 -0.60458 -0.77223 3.53028  0.476
O11 4.87405 0.70668 1.01514  -0.946
H21 5.59509 0.42042 0.45445  0.471
H22 5.03713 1.63893 1.15860  0.476
O12 -3.20525 1.88047 -2.68797  -0.952
H23 -4.12554 1.79840 -2.93812  0.472
H24 -2.85089 0.99641 -2.78328  0.481
O13 -4.29117 3.47886 0.66285  -0.946
H25 -5.17161 3.84118 0.56394  0.467
H26 -4.03211 3.23199 -0.22493  0.479

E_LUMO: -0.1 eV
Charge: 0
ΔE to the lowest compared entry with this formula, charge and spin: 2.721 eV
E: -27039.2262 eV
HOMO-LUMO gap: 10.804 eV


Formula: H26O13
Source: the Open Molecules 2025 dataset
Level of theory: ωB97M-V/def2-TZVPD

Last column: natural (NBO) charge in e.
Positions of all 39 atoms, in Å:
O1 -8.01474 24.35247 15.53697  -0.959
H1 -7.70194 23.89993 14.74350  0.485
H2 -8.34688 23.73047 16.13023  0.467
O2 -6.35622 24.03316 13.04026  -0.977
H3 -5.66656 23.64566 13.60835  0.506
H4 -5.84963 24.78709 12.70746  0.478
O3 -4.77246 21.02565 15.52597  -0.962
H5 -4.20729 21.09767 16.34104  0.516
H6 -4.37469 20.36687 14.95492  0.506
O4 -9.59454 19.93234 14.52625  -0.992
H7 -8.77992 20.26482 14.90382  0.488
H8 -9.45904 19.88365 13.58129  0.477
O5 -4.27730 23.45817 14.62992  -0.978
H9 -3.39711 23.73878 14.41149  0.484
H10 -4.35495 22.53241 14.85944  0.494
O6 -9.86789 22.60587 13.57277  -0.973
H11 -10.55941 22.51705 12.88157  0.474
H12 -9.68894 21.76472 14.02055  0.500
O7 -9.00824 22.11414 16.78164  -0.966
H13 -8.17243 22.03614 16.26879  0.483
H14 -9.14967 21.18972 17.03991  0.477
O8 -6.03995 20.74071 12.21956  -0.969
H15 -6.18351 19.91420 11.78197  0.476
H16 -6.11698 21.43145 11.53618  0.507
O9 -7.23023 21.42796 14.67524  -1.024
H17 -6.38699 21.17626 15.09726  0.490
H18 -7.07262 21.31443 13.73433  0.514
O10 -8.88146 19.68826 11.99636  -0.922
H19 -8.48992 18.78569 12.13382  0.474
H20 -9.76433 19.47126 11.64507  0.484
O11 -5.17394 18.35701 17.32588  -0.956
H21 -5.13574 17.76226 16.50992  0.463
H22 -5.60899 19.16496 17.05411  0.489
O12 -8.24555 23.18193 11.48756  -1.019
H23 -7.44450 23.50509 11.94684  0.477
H24 -8.76748 23.13081 12.28522  0.482
O13 -6.84185 20.66147 17.84776  -0.969
H25 -7.34452 20.55860 18.67432  0.496
H26 -6.55796 21.53944 17.73635  0.480

E_LUMO: -0.5 eV
Charge: 0
ΔE to the lowest compared entry with this formula, charge and spin: 2.320 eV
E: -27039.6274 eV
HOMO-LUMO gap: 9.190 eV


Formula: H26O13
Source: the Open Molecules 2025 dataset
Level of theory: ωB97M-V/def2-TZVPD

Last column: Mulliken spin population.
Positions of all 39 atoms, in Å:
O1 0.13768 2.87770 -2.54735  0.003
H1 0.00568 2.27754 -1.76016  -0.001
H2 0.64932 3.60704 -2.02156  0.000
O2 2.84124 -2.55471 0.26874  0.004
H3 2.34354 -1.75274 0.12325  -0.008
H4 3.32883 -2.49910 1.06147  0.000
O3 0.19216 -3.26104 0.30853  0.001
H5 -0.56527 -3.08003 -0.15463  0.000
H6 1.09747 -3.27203 -0.26104  0.000
O4 -3.02111 1.23966 2.02248  0.000
H7 -2.23880 1.07579 2.23758  0.000
H8 -3.35526 1.95549 1.44029  0.000
O5 -3.00721 1.64752 -2.23989  0.000
H9 -2.26182 2.05559 -2.47987  0.000
H10 -2.75149 0.73585 -2.05187  0.000
O6 2.75031 2.74486 0.38707  0.350
H11 3.36713 2.42979 0.95237  -0.008
H12 2.00070 2.74601 0.91073  -0.012
O7 -1.87604 -0.86181 0.30187  0.002
H13 -2.19164 -0.51877 1.12841  0.000
H14 -1.28382 -1.66182 0.57669  0.000
O8 2.24296 -0.13166 -3.43711  0.027
H15 2.12261 0.70975 -3.78736  -0.001
H16 1.45911 -0.65733 -3.59287  0.000
O9 -0.49658 0.07041 2.54376  0.000
H17 -0.61406 -0.79178 2.10862  0.000
H18 -0.29894 -0.28409 3.33959  0.000
O10 -0.60678 -2.14322 -2.59306  0.002
H19 -0.70071 -1.16843 -2.07223  -0.001
H20 -0.73984 -2.07747 -3.51241  0.000
O11 -1.70517 -1.93252 2.99863  0.000
H21 -1.86969 -2.91433 2.86259  0.000
H22 -2.34520 -1.78557 3.59167  0.000
O12 2.09614 0.08590 -0.99610  0.667
H23 2.36944 -0.30280 -2.03070  -0.014
H24 1.83611 -0.57543 -0.39815  -0.010
O13 0.68114 2.75713 2.01842  0.000
H25 0.22656 3.16492 2.82389  0.000
H26 0.18130 2.04573 1.92970  0.000

E_LUMO (spin up / spin down): -3.5 / -10.2 eV
Charge: +1
ΔE to the lowest compared entry with this formula, charge and spin: 5.835 eV
E: -27024.9585 eV
Multiplicity: 2
HOMO-LUMO gap (spin up / spin down): 10.403 / 3.707 eV
⟨S²⟩: 0.7573